Entry from OMol25: a structure of composition C38H54BBrClN7O6PReS3 (ωB97M-V/def2-TZVPD).

Properties
Net charge: +1
Orbital gap (spin up / spin down) (eV): 7.1 / 6.6
Multiplicity: 2
<S²>: 0.759
Energy (eV): -190158.812

Atoms and positions in Å:
Re: 0.00169 0.02652 0.08441
C: 4.14357 1.89903 -2.57447
N: 3.39742 0.80526 -3.17402
C: 3.49570 0.44238 -4.49949
C: 2.79812 -0.70726 -4.64004
N: 2.29069 -1.05184 -3.41009
B: 1.45904 -2.32360 -3.13077
N: -0.03018 -2.05381 -3.55648
C: -0.75157 -2.94393 -4.30613
C: -2.00902 -2.46445 -4.44286
N: -2.04644 -1.26934 -3.77035
C: -3.21402 -0.41118 -3.71347
C: -0.84293 -1.04557 -3.20535
S: -0.34012 0.38637 -2.31598
C: 2.64755 -0.11852 -2.53167
S: 2.32273 -0.08613 -0.82739
H: 4.07244 2.77424 -3.21648
H: 5.18874 1.61491 -2.45859
H: 3.72479 2.12468 -1.59975
H: 4.07302 1.01814 -5.20089
H: 2.63438 -1.32766 -5.50277
H: 1.51905 -2.57765 -1.96312
H: 1.85738 -3.20666 -3.83905
H: -0.30139 -3.84250 -4.68840
H: -2.86827 -2.84931 -4.96328
H: -4.02693 -0.92408 -3.20396
H: -3.51450 -0.13400 -4.72266
H: -2.94179 0.48101 -3.16473
Cl: -0.14041 0.99903 7.54288
C: -0.34020 0.68235 5.85287
C: -1.41912 -0.12172 5.42880
C: -1.61910 -0.39573 4.10506
C: -0.74005 0.12107 3.11972
O: -0.93933 -0.19988 1.88377
C: 0.35499 0.90887 3.56303
C: 1.29242 1.41682 2.63537
O: 1.29366 1.23116 1.40222
C: 0.53245 1.18936 4.94027
H: -2.09032 -0.52415 6.17627
H: -2.44310 -1.01753 3.78043
H: 2.11840 2.01998 3.03342
H: 1.36938 1.79866 5.25946
C: -3.80080 2.32246 -1.06455
C: -2.43609 2.99514 -1.20007
C: -2.09440 3.21126 -2.67779
P: -1.12009 2.34377 -0.03813
C: 0.22823 3.63716 -0.24334
C: 1.19741 3.23546 -1.35743
C: -0.17465 5.10088 -0.48070
C: -1.85756 2.77468 1.64836
C: -2.29268 4.22229 1.90999
C: -3.01736 1.89990 2.15328
H: -4.54009 2.91457 -1.60808
H: -4.13720 2.24721 -0.03704
H: -3.80814 1.31711 -1.47734
H: -2.54339 3.99682 -0.77368
H: -1.84417 2.29159 -3.19547
H: -1.26914 3.90433 -2.82392
H: -2.97091 3.64789 -3.16268
H: 0.77008 3.58873 0.70519
H: 0.70961 3.22700 -2.33358
H: 1.61970 2.25327 -1.17517
H: 2.00784 3.96624 -1.40484
H: -0.82200 5.22728 -1.34552
H: 0.73770 5.66164 -0.69325
H: -0.64681 5.58409 0.36301
H: -0.99519 2.59942 2.29745
H: -3.09331 4.54178 1.24129
H: -1.48781 4.94314 1.86797
H: -2.69683 4.26448 2.92342
H: -3.97397 2.31157 1.83589
H: -3.02162 1.94099 3.24397
H: -2.96847 0.85938 1.85616
C: 2.62687 -8.02521 1.23255
C: 3.91684 -7.24744 1.03030
S: 3.65464 -5.59379 0.35902
O: 4.48465 -5.44127 -0.80397
O: 2.23638 -5.34886 0.27084
C: 4.35106 -4.44414 1.57565
C: 3.44973 -3.97610 2.71715
N: 2.24524 -3.27290 2.27332
C: 2.23874 -2.03095 1.73802
N: 1.02534 -1.71972 1.28537
C: 0.21034 -2.76939 1.59479
C: 0.94722 -3.73642 2.18787
N: 0.46235 -5.00994 2.61590
O: 1.19534 -5.72216 3.28812
O: -0.68363 -5.27224 2.32762
C: 3.43622 -1.15408 1.84781
H: 2.87641 -9.03321 1.56349
H: 2.06537 -8.10023 0.30317
H: 1.98991 -7.56176 1.98163
H: 4.57491 -7.72138 0.30224
H: 4.47939 -7.14048 1.95904
H: 4.71282 -3.62204 0.95917
H: 5.22621 -4.93541 2.00280
H: 4.01921 -3.29592 3.35024
H: 3.13081 -4.81071 3.32797
H: -0.84711 -2.77372 1.40864
H: 3.77769 -1.14372 2.88553
H: 3.20173 -0.14118 1.54735
H: 4.25389 -1.49428 1.21316
Br: -5.01423 -4.38233 -1.46069
C: -3.62825 -3.16941 -1.00961
C: -2.30383 -3.53754 -1.18287
C: -1.30174 -2.62531 -0.88558
C: -1.56776 -1.33027 -0.41969
C: -2.91358 -1.02002 -0.23578
C: -3.93878 -1.91629 -0.51356
H: -2.05269 -4.52752 -1.54051
H: -0.27656 -2.94910 -1.02490
H: -3.20126 -0.04127 0.12038
H: -4.97167 -1.62938 -0.36135

---

Entry from OMol25: a structure of composition C27H17F5NO7PRuS (ωB97M-V/def2-TZVPD).

Properties
Net charge: -1
Orbital gap (spin up / spin down) (eV): 5.6 / 6.0
Multiplicity: 2
<S²>: 0.760
Energy (eV): -80390.593

Atoms and positions in Å:
Ru: -0.08335 0.13212 -0.05625
O: 6.98054 0.71831 0.22855
C: 6.36706 -0.36237 0.16114
O: 6.76587 -1.54164 0.11178
C: 4.82850 -0.21601 0.13329
C: 4.21073 0.99921 0.38763
C: 2.83047 1.10780 0.35489
N: 2.05548 0.05602 0.06538
C: 2.64914 -1.12052 -0.18095
C: 4.00826 -1.30469 -0.15360
C: 1.69722 -2.16384 -0.53584
O: 1.96576 -3.34010 -0.59533
O: 0.48768 -1.67633 -0.82488
H: 4.82219 1.86265 0.60962
H: 2.33768 2.03853 0.55619
H: 4.43407 -2.27914 -0.34630
O: -1.54908 0.47926 1.74042
S: -2.50358 1.19773 0.86897
O: -3.03262 2.40450 1.39975
O: -1.85207 1.22703 -0.49721
C: -3.82590 0.08092 0.63768
C: -5.14804 0.47717 0.76089
C: -6.14306 -0.46367 0.54684
C: -5.80465 -1.76848 0.20583
C: -4.47653 -2.13546 0.05134
C: -3.46916 -1.20051 0.26806
P: -1.71961 -1.65226 -0.02358
C: -1.89264 -2.28456 -1.71162
C: -2.10210 -3.62974 -1.98474
C: -2.25044 -4.05342 -3.29875
C: -2.19485 -3.13673 -4.33670
C: -1.98704 -1.78978 -4.06418
C: -1.83056 -1.36300 -2.75675
C: -1.49622 -3.02980 1.11814
C: -0.53092 -4.01360 0.90888
C: -0.33847 -5.00360 1.86076
C: -1.09813 -5.01814 3.02105
C: -2.05052 -4.03253 3.23981
C: -2.24309 -3.03484 2.29915
H: -5.36500 1.50304 1.02580
H: -7.18404 -0.18311 0.64077
H: -6.58176 -2.50585 0.04994
H: -4.22508 -3.14683 -0.24404
H: -2.13208 -4.35385 -1.18033
H: -2.39675 -5.10481 -3.51069
H: -2.30298 -3.47124 -5.36045
H: -1.93508 -1.07309 -4.87321
H: -1.65275 -0.31534 -2.54762
H: 0.07598 -4.01343 0.01969
H: 0.42025 -5.75679 1.69222
H: -0.94559 -5.79452 3.76023
H: -2.64310 -4.03721 4.14528
H: -2.97246 -2.25808 2.48683
F: 0.66312 2.32997 -1.18443
C: 0.10106 3.20976 -0.17129
F: 0.36667 2.36547 1.00381
C: 1.09356 4.33900 -0.05822
F: 1.11401 5.03730 -1.20636
F: 0.72402 5.16854 0.93334
F: 2.41267 4.03309 0.20547

---

Entry from OMol25: a structure of composition C27H51N2OP3RuSe (ωB97M-V/def2-TZVPD).

Properties
Net charge: +3
Orbital gap (spin up / spin down) (eV): 4.6 / 3.8
Multiplicity: 6
<S²>: 8.794
Energy (eV): -129618.517

Atoms and positions in Å:
Ru: 0.30646 0.06763 0.07698
P: 1.12408 1.54695 1.56046
P: -1.95094 0.46566 -0.09410
P: 0.65063 1.19095 -1.72639
H: 6.14404 -3.20444 -1.07110
C: 6.26083 -2.10664 -1.13989
C: 5.49144 -1.12050 -0.65265
H: 4.56488 -1.33493 -0.11109
C: 1.68133 0.84136 3.18565
C: -0.02026 2.92137 2.07571
C: 2.67912 2.37679 1.00228
C: -2.77976 -0.81528 -1.14665
C: -3.11163 0.37474 1.35498
C: -2.66177 2.00447 -0.86408
C: 2.35051 0.98875 -2.34891
C: 0.40755 3.00951 -1.82237
C: -0.27499 0.64439 -3.21533
H: 7.20449 -1.88825 -1.65422
H: 5.81341 -0.06571 -0.72075
H: 2.07995 -0.16160 2.97258
H: 0.82981 0.75138 3.87718
H: 2.46689 1.42377 3.69012
H: -0.91509 2.48010 2.55068
H: -0.33174 3.48422 1.17881
H: 0.42521 3.63111 2.79231
H: 3.33839 1.58764 0.61376
H: 3.21025 2.88993 1.81553
H: 2.46166 3.10340 0.20956
H: -3.84213 -0.55264 -1.27081
H: -2.69983 -1.79057 -0.64695
H: -2.30578 -0.87308 -2.13427
H: -4.12276 0.67472 1.04110
H: -2.79745 1.05545 2.15778
H: -3.14740 -0.65606 1.73916
H: -3.75772 1.98335 -0.75771
H: -2.41296 2.06070 -1.93162
H: -2.28087 2.88781 -0.33384
H: 2.48655 1.62093 -3.23587
H: 2.49557 -0.06289 -2.63417
H: 3.07725 1.28142 -1.58277
H: 0.83379 3.35557 -2.77167
H: 0.91852 3.53337 -1.00624
H: -0.65964 3.25583 -1.82051
H: 0.08702 1.20905 -4.08527
H: -1.35114 0.82451 -3.10879
H: -0.08396 -0.42251 -3.39897
C: 1.37843 -3.58470 -3.14548
C: 2.46062 -3.28248 -2.30623
C: 3.71428 -3.24514 -2.88790
C: 3.88848 -3.38763 -4.26647
C: 2.76039 -3.43061 -5.09397
C: 1.48892 -3.41001 -4.53794
Se: -0.24927 -4.20902 -2.46066
H: -0.60741 -2.84784 -1.96143
H: 2.30277 -3.07855 -1.23961
H: 4.57938 -3.08198 -2.26357
H: 4.89180 -3.44217 -4.67486
H: 2.86647 -3.48331 -6.17540
H: 0.56815 -3.32169 -5.12196
C: -2.44046 -1.19321 7.73307
C: -3.45122 -1.86109 6.82816
N: -2.83285 -2.36866 5.57888
C: -3.66556 -3.35271 4.84592
C: -4.69699 -2.78015 3.87730
C: -2.13100 -1.46695 4.78202
O: -2.11909 -0.24720 4.96725
C: -1.28085 -2.04971 3.67029
C: -0.78273 -3.36138 3.54865
C: 0.04908 -3.65458 2.46645
C: 0.31145 -2.66071 1.51333
N: -0.11416 -1.39540 1.65544
C: -0.84342 -1.09282 2.74655
H: -1.53334 -1.79496 7.83536
H: -2.90686 -1.09501 8.71434
H: -2.18367 -0.20297 7.35493
H: -3.88782 -2.74040 7.31659
H: -4.29103 -1.18442 6.60223
H: -2.98437 -4.00741 4.28968
H: -4.16061 -3.94439 5.62262
H: -4.23251 -2.28563 3.01101
H: -5.27613 -3.63506 3.50494
H: -5.36750 -2.08005 4.39672
H: -0.99115 -4.10792 4.31707
H: 0.48472 -4.64063 2.29927
H: 0.86966 -2.82947 0.58922
H: -1.13690 -0.03768 2.85748

---

Entry from OMol25: an isolated molecule of C2H6N4S (ωB97M-V/def2-TZVPD).

Properties
Net charge: 0
Orbital gap (eV): 10.1
SMILES: [H]/N=C\NS/C(N)=N/[H]
Energy (eV): -18966.196

Atoms and positions in Å:
H: 0.92733 0.51881 -1.67784
N: 0.53951 1.47107 -1.81504
C: -0.64690 1.47979 -1.42738
N: -1.50633 0.50016 -0.86160
S: -0.91045 -1.08032 -0.50235
C: 0.21268 -0.75879 0.88888
N: 1.04620 -1.84094 1.09622
N: 0.09183 0.36610 1.50202
H: 0.74207 0.46043 2.28448
H: -1.22085 2.38433 -1.59771
H: -2.05429 0.91504 -0.09883
H: 0.86310 -2.71193 0.58423
H: 1.91611 -1.70374 1.62492

---

Entry from OMol25: a structure of composition C18H30BrN2OPPbSi (ωB97M-V/def2-TZVPD).

Properties
Net charge: 0
Orbital gap (eV): 4.4
Energy (eV): -116631.888

Atoms and positions in Å:
Pb: 0.18214 0.31556 0.75007
Si: 2.42784 0.48037 -2.23570
P: 0.55705 0.56724 -3.48802
N: -0.81932 -1.68186 0.46800
H: -0.18499 2.02522 1.58411
C: -1.07207 0.60156 -2.68856
H: -1.84399 0.54776 -3.47321
H: -1.22207 1.52442 -2.10997
H: -1.20269 -0.24773 -1.99996
C: 0.65263 2.01882 -4.57486
H: 0.02456 1.84522 -5.45962
H: 1.68840 2.18201 -4.90137
H: 0.30194 2.91653 -4.04872
C: 0.54001 -0.88200 -4.57790
H: -0.14539 -0.69344 -5.41600
H: 0.20642 -1.76590 -4.01855
H: 1.54800 -1.06955 -4.96839
C: 2.71014 2.10239 -1.32604
H: 2.11256 2.19328 -0.40571
H: 2.50900 2.96723 -1.97187
H: 3.77387 2.12139 -1.04516
H: 2.35785 -0.62681 -1.23288
H: 3.58848 0.24936 -3.14720
C: -0.57863 -2.87116 -0.00178
C: -1.40002 -5.20403 -0.32042
C: -1.60483 -3.90780 0.11612
C: 0.65387 -3.30803 -0.65399
C: 0.83016 -4.60698 -1.09080
C: -0.18143 -5.56960 -0.92584
H: -2.18614 -5.95226 -0.19470
H: -2.54699 -3.61183 0.58200
H: 1.44888 -2.56635 -0.78097
H: 1.76846 -4.90109 -1.56910
H: -0.02408 -6.59584 -1.26919
C: -1.31084 2.53348 1.10091
O: -1.83272 1.46866 0.43692
C: -2.16596 3.00347 2.26979
H: -1.74191 3.88914 2.75687
H: -2.30720 2.22115 3.01695
H: -3.15421 3.27790 1.88508
C: -0.86510 3.70446 0.22468
H: -1.64547 3.93143 -0.50992
H: 0.06083 3.50151 -0.31890
H: -0.70398 4.60518 0.82778
Br: 2.25748 -3.65286 4.94449
C: 1.96769 -1.82977 4.48869
C: 2.68242 -0.81428 5.12959
C: 2.44814 0.50855 4.76440
C: 1.51389 0.77840 3.76770
N: 0.83075 -0.20266 3.14375
C: 1.04018 -1.49820 3.49210
H: 3.41093 -1.07457 5.89916
H: 2.97755 1.34258 5.22840
H: 1.30456 1.80432 3.43973
H: 0.47584 -2.25937 2.95160

---

Entry from OMol25: a structure of composition C14H17F3N2Pt (ωB97M-V/def2-TZVPD).

Properties
Net charge: +2
Orbital gap (spin up / spin down) (eV): 5.7 / 5.5
Multiplicity: 5
<S²>: 6.049
Energy (eV): -29148.722

Atoms and positions in Å:
C: 1.85213 -0.15874 2.58676
C: 1.49428 2.05408 -0.13634
H: 1.34900 0.62360 3.17693
H: 2.91795 0.11541 2.49095
H: 1.72386 -1.15050 3.02959
H: 1.20192 2.22856 -1.18256
H: 0.91945 2.76003 0.48677
H: 2.55563 2.29059 0.03529
C: -1.33968 0.72425 2.26216
C: -2.70666 0.80954 2.51291
C: -3.62075 0.60736 1.47644
C: -3.13607 0.35784 0.19822
H: -0.59642 0.84341 3.04850
H: -3.02389 1.02204 3.52906
H: -4.69157 0.64219 1.66613
H: -3.80895 0.18198 -0.63522
N: -0.88621 0.45861 1.02900
C: -1.74761 0.31264 -0.01661
C: -1.13411 0.02688 -1.31302
N: 0.21060 -0.11494 -1.30655
C: 0.87068 -0.37610 -2.43834
C: -1.18363 -0.41063 -3.69312
C: 0.20454 -0.53990 -3.65711
H: 1.95187 -0.42559 -2.37042
H: 0.79143 -0.78350 -4.53549
C: -1.85663 -0.12487 -2.51074
H: -2.93886 -0.05984 -2.46678
H: -1.73599 -0.56611 -4.61819
Pt: 1.23246 0.17263 0.65486
C: 2.98378 -0.54551 -0.18118
H: 3.41981 0.23807 -0.81038
H: 2.84530 -1.47264 -0.75475
H: 3.65426 -0.73769 0.66196
F: -0.24290 -2.02638 1.90969
C: 0.67173 -1.86917 0.89046
F: 1.72585 -2.68928 1.18587
F: 0.07340 -2.41832 -0.20476